Record 1
{
  "formula": "C5H12N2O",
  "method": "wB97M-V/def2-TZVPD",
  "species": ["C", "C", "C", "N", "H", "H", "H", "H", "H", "H", "H", "C", "N", "C", "O", "H", "H", "H", "H", "H"],
  "xyz": [[0.4863, -1.7355, -1.4334], [-0.6003, -1.9078, -0.6151], [-1.8385, -1.0536, -0.7667], [-0.8048, -2.9860, 0.2530], [1.3245, -2.3563, -1.5698], [0.2971, -0.9811, -2.2344], [-1.9174, -0.4279, 0.1371], [-2.8066, -1.6233, -0.8572], [-1.7532, -0.4295, -1.6489], [-1.7757, -3.2655, 0.3966], [-0.1676, -3.7762, 0.1901], [1.9194, 1.6092, 0.7352], [1.0320, 2.5011, 1.4461], [-0.0025, 3.1280, 0.7905], [-0.1021, 3.3626, -0.4290], [1.3781, 0.9440, 0.0996], [2.5805, 1.0040, 1.4617], [2.5748, 2.2032, 0.1206], [0.9902, 2.2884, 2.4682], [-0.8141, 3.5022, 1.4558]],
  "forces_ev_per_angstrom": [[-2.9355, 1.5500, -0.0733], [0.3386, -1.3810, -1.7809], [-0.3098, 0.0135, 0.5371], [0.1584, -0.0451, 0.3745], [0.8127, -0.7832, 0.3515], [0.6210, -0.4662, 0.9212], [-0.1915, 0.0121, -0.3659], [1.1056, 0.2236, 0.1395], [0.0169, 0.2228, 0.0684], [0.6601, 0.2532, -0.0966], [-0.2522, 0.4466, -0.0517], [1.6518, -0.3236, 0.9327], [-0.7433, -0.4863, 1.0992], [-0.4286, 0.8715, -1.2117], [0.7711, -1.0995, 2.4485], [-0.3807, -0.6123, -0.3988], [-1.2203, 1.0228, -1.0393], [0.3967, 0.0642, -0.3509], [-0.5979, 0.7160, -1.5562], [0.5268, -0.1993, 0.0528]],
  "lowdin_charge": [0.005, -0.473, -0.072, 0.058, 0.022, 0.060, 0.079, 0.091, 0.067, 0.085, 0.091, -0.099, -0.052, -0.353, -0.018, 0.055, 0.114, 0.074, 0.143, 0.124],
  "smiles": "C=C(C)N.CNC=O",
  "total_energy_ev": -10406.3731,
  "homo_lumo_gap_ev": 9.0,
  "e_lumo_ev": 0.846,
  "multiplicity": 1,
  "homo_ev": -8.1
}

Record 2
{
  "formula": "C5H12N2O",
  "method": "wB97M-V/def2-TZVPD",
  "species": ["N", "C", "N", "C", "C", "C", "C", "O", "H", "H", "H", "H", "H", "H", "H", "H", "H", "H", "H", "H"],
  "xyz": [[2.1195, -2.9849, 1.4601], [1.3388, -2.2272, 0.5926], [0.3274, -1.5646, 0.9752], [-0.3850, -0.8114, -0.0159], [-1.0810, 0.4581, 0.4641], [-0.3267, 1.7671, 0.1435], [-0.4954, 2.3907, -1.2302], [-1.1063, 1.5470, -2.1586], [1.7589, -3.2611, 2.3538], [2.5086, -3.7935, 1.0069], [1.7938, -2.0361, -0.3700], [0.1493, -0.5201, -0.9494], [-1.1935, -1.5219, -0.3441], [-1.1159, 0.3946, 1.6038], [-2.1733, 0.5535, 0.2040], [0.7525, 1.5436, 0.2705], [-0.6005, 2.5395, 0.8520], [-0.7853, 3.4864, -1.3642], [0.4939, 2.7951, -1.5881], [-1.9797, 1.2452, -1.9061]],
  "forces_ev_per_angstrom": [[0.1963, -0.3680, -0.7942], [-0.0897, 1.1348, 1.3758], [0.5341, -0.2997, 0.2035], [-1.7662, -0.4493, -1.6884], [-0.6867, 0.8705, 2.1155], [0.5703, 0.0340, 0.4291], [1.1123, 2.3176, -1.0263], [0.5695, -0.1914, -1.2166], [-0.6058, 0.3607, 0.2079], [0.3690, -0.0354, -0.1420], [0.0955, -0.4746, -0.5497], [0.2518, -0.5171, 0.5046], [0.5236, 0.6578, 0.0191], [0.0658, 0.0427, -1.3288], [1.0436, -0.3727, -0.1442], [-0.5222, 0.1710, 0.1887], [0.0690, -0.0065, 0.4911], [-1.6924, -1.1672, 1.2057], [0.0028, -2.0295, -0.2925], [-0.0405, 0.3225, 0.4417]],
  "lowdin_charge": [0.066, -0.295, 0.019, -0.288, -0.211, -0.196, -0.310, -0.066, 0.080, 0.072, 0.121, 0.115, 0.123, 0.122, 0.114, 0.117, 0.099, 0.120, 0.116, 0.082],
  "smiles": "N/C=N/CCCCO",
  "total_energy_ev": -10405.6935,
  "homo_lumo_gap_ev": 10.0,
  "e_lumo_ev": 1.010,
  "multiplicity": 1,
  "homo_ev": -9.0
}

Record 3
{
  "formula": "C5H12N2O",
  "method": "wB97M-V/def2-TZVPD",
  "species": ["C", "C", "C", "N", "N", "C", "C", "O", "H", "H", "H", "H", "H", "H", "H", "H", "H", "H", "H", "H"],
  "xyz": [[-0.3510, 0.8803, -0.5837], [0.8505, 0.6064, -1.4036], [-0.4482, 0.4009, 2.5799], [0.5097, 0.4391, 1.4842], [0.3998, -1.9430, -0.3048], [0.0843, -1.7377, -1.5712], [0.1579, -0.4770, -2.1732], [-0.8905, 2.1032, -0.6653], [-1.7984, 2.0976, -0.3361], [1.3811, 0.8860, 1.7435], [-0.9915, 0.0963, -0.2081], [0.6913, -0.4978, 1.0870], [0.2612, -2.9155, -0.0477], [1.1124, 1.4817, -1.9959], [1.7088, 0.2596, -0.8197], [-0.3240, -2.5474, -2.1864], [-0.1909, -0.3032, -3.1795], [-0.6877, 1.4145, 2.9083], [-0.1072, -0.1741, 3.4494], [-1.3677, -0.0697, 2.2229]],
  "forces_ev_per_angstrom": [[-0.2054, 0.3552, -0.5601], [-0.4255, -0.1209, 0.5078], [0.1184, -0.0658, -0.0394], [0.2517, 0.0347, 0.2070], [0.0769, 0.1058, -0.3457], [-0.3984, 0.0884, 0.3972], [0.1206, 0.0865, -0.1882], [0.1776, -0.4840, -0.0499], [0.0654, -0.0347, -0.0164], [-0.0580, -0.0752, 0.0831], [0.2784, -0.0976, -0.0131], [-0.0345, 0.2346, 0.1024], [0.0057, 0.0322, -0.1154], [-0.0477, 0.0040, 0.0771], [-0.0477, -0.0863, -0.0592], [0.0739, 0.0226, 0.0522], [0.1128, -0.0267, -0.0157], [0.0039, -0.0420, 0.0017], [-0.0493, 0.0567, -0.0406], [-0.0187, 0.0126, 0.0151]],
  "lowdin_charge": [-0.168, -0.190, -0.157, -0.075, 0.001, -0.324, -0.166, 0.078, 0.124, 0.092, 0.107, 0.039, 0.021, 0.119, 0.107, 0.098, 0.080, 0.071, 0.070, 0.071],
  "total_energy_ev": -10404.1063,
  "homo_lumo_gap_ev": 7.1,
  "e_lumo_ev": 0.483,
  "multiplicity": 1,
  "homo_ev": -6.6
}

Record 4
{
  "formula": "C5H12N2O",
  "method": "wB97M-V/def2-TZVPD",
  "species": ["C", "C", "C", "C", "N", "C", "O", "N", "H", "H", "H", "H", "H", "H", "H", "H", "H", "H", "H", "H"],
  "xyz": [[0.1668, -0.6147, -0.2660], [-0.4428, 0.7246, -0.5999], [0.5783, -0.7625, 1.2079], [2.6700, 0.2514, -0.6030], [1.3204, 0.0305, -1.0991], [-3.2777, 0.5648, 0.7088], [-0.4189, -1.6458, -0.7971], [-2.2976, 0.2208, -0.0023], [-2.1676, -0.7736, -0.2608], [1.2719, -0.4103, -2.0103], [-0.2520, 1.6209, -0.0207], [-0.7911, 0.8452, -1.6125], [1.2583, -1.6099, 1.2953], [-0.3205, -0.9984, 1.7783], [1.0456, 0.1237, 1.6457], [3.1496, -0.6756, -0.2675], [2.6580, 0.9490, 0.2349], [3.2830, 0.6960, -1.3899], [-4.0393, -0.1416, 1.0494], [-3.3943, 1.6058, 1.0087]],
  "forces_ev_per_angstrom": [[0.1699, 0.2263, 0.0215], [0.1262, -0.2783, 0.0059], [-0.0053, 0.0416, -0.1720], [-0.1024, -0.0861, 0.0399], [-0.3387, 0.0371, 0.1302], [0.0575, -0.0996, -0.0759], [0.0296, 0.1029, -0.0106], [0.0946, 0.0899, 0.0778], [-0.0471, 0.0570, 0.0498], [-0.0018, -0.0036, 0.0882], [0.0010, -0.0463, 0.0070], [0.0057, -0.0282, -0.0045], [-0.0153, 0.0138, -0.0073], [0.0095, 0.0017, -0.0117], [-0.0098, -0.0115, -0.0475], [-0.0216, 0.0517, -0.0212], [-0.0044, -0.0180, -0.0271], [-0.0524, -0.0335, 0.0376], [0.0698, 0.0241, -0.0594], [0.0352, -0.0409, -0.0205]],
  "lowdin_charge": [-0.800, 0.089, -0.028, -0.110, -0.039, -0.017, -0.173, 0.055, 0.090, 0.121, 0.102, 0.097, 0.082, 0.073, 0.066, 0.083, 0.073, 0.077, 0.082, 0.076],
  "total_energy_ev": -10403.4736,
  "homo_lumo_gap_ev": 8.3,
  "e_lumo_ev": 0.695,
  "multiplicity": 1,
  "homo_ev": -7.6
}

Record 5
{
  "formula": "C5H12N2O",
  "method": "wB97M-V/def2-TZVPD",
  "species": ["C", "C", "N", "C", "C", "C", "N", "O", "H", "H", "H", "H", "H", "H", "H", "H", "H", "H", "H", "H"],
  "xyz": [[-0.8228, 1.6828, 0.2274], [-0.4544, 0.7230, 1.2609], [-1.5943, 0.5225, 2.1156], [-0.1403, -0.7471, 0.7767], [1.0616, -0.9068, -0.2516], [0.6314, -1.1380, -1.6464], [1.7467, -1.1862, -2.5740], [-0.4326, -0.8754, -2.1472], [-1.8981, 1.7929, 0.1380], [-0.2871, 2.5592, 0.3541], [-0.6343, 1.4440, -0.8242], [0.4297, 1.1547, 1.8028], [-2.4557, 0.6984, 1.6075], [-1.7053, 1.2347, 2.8441], [-1.0176, -1.2417, 0.3526], [0.0253, -1.3374, 1.7415], [1.7035, -1.6703, 0.1813], [1.7078, -0.0060, -0.1994], [2.6223, -1.4847, -2.1686], [1.5142, -1.2187, -3.5911]],
  "forces_ev_per_angstrom": [[-0.7567, -0.2165, -3.2504], [0.6804, -2.2646, 0.1622], [-1.2438, 0.5844, 2.2877], [1.1323, -0.1337, 0.6655], [-0.7537, 0.2495, 2.9667], [2.5370, 2.1294, -3.7223], [-1.6001, -0.5216, 1.0827], [-1.1358, -0.7466, 0.8303], [-0.1773, 0.6133, 0.4673], [0.3754, 2.2702, 0.4094], [0.6536, -0.6621, 0.0738], [-0.7667, -0.8177, -0.0559], [0.1744, -0.4894, -0.3523], [0.6207, -0.2775, -0.0578], [-0.1477, 0.5179, -0.1192], [0.1885, 0.7632, -1.3283], [0.1162, -0.4348, -0.4898], [-0.4905, -0.2790, -0.4280], [0.0480, -0.0765, -0.7523], [0.5460, -0.2080, 1.6107]],
  "lowdin_charge": [-0.080, -0.470, 0.002, -0.138, -0.126, -0.516, 0.104, 0.056, 0.082, 0.054, 0.081, 0.151, 0.068, 0.081, 0.104, 0.120, 0.107, 0.131, 0.074, 0.115],
  "smiles": "C[C@@H](N)CCC(N)=O",
  "total_energy_ev": -10406.6894,
  "homo_lumo_gap_ev": 10.1,
  "e_lumo_ev": 0.913,
  "multiplicity": 1,
  "homo_ev": -9.2
}

Record 6
{
  "formula": "C5H12N2O",
  "method": "wB97M-V/def2-TZVPD",
  "species": ["C", "C", "N", "C", "C", "N", "C", "O", "H", "H", "H", "H", "H", "H", "H", "H", "H", "H", "H", "H"],
  "xyz": [[-2.5604, -0.1952, -1.2244], [-3.0662, -0.0164, 0.1960], [-2.2004, 0.3710, 1.1867], [-0.8369, 0.2953, 0.9824], [1.7856, 1.1967, 0.2910], [2.7237, 0.2016, -0.0537], [2.4201, -1.2314, 0.0247], [-4.2508, -0.1463, 0.4566], [-2.2833, 0.8006, -1.5822], [-3.3609, -0.4492, -1.9183], [-1.7333, -0.8786, -1.3917], [-0.3812, -0.4019, 1.6895], [-0.4223, -0.1011, 0.0493], [-0.4025, 1.3239, 1.1339], [1.5197, 1.6469, -0.6681], [2.3097, 1.8593, 0.9808], [3.6917, 0.4331, -0.2066], [3.2502, -1.7597, 0.4877], [2.3337, -1.6721, -0.9645], [1.4639, -1.2764, 0.5307]],
  "forces_ev_per_angstrom": [[-0.4187, 0.6283, -0.7790], [0.0345, 0.0433, -0.1338], [-0.2054, 0.3704, -0.2841], [0.4667, -1.5370, 0.0659], [2.7966, 0.8591, -1.6761], [-0.7707, -1.4462, 0.5448], [0.0228, 0.7941, -1.1861], [-0.0717, -0.1627, -0.0413], [0.4845, 0.0076, 0.0920], [-0.2170, -0.3748, 0.4244], [0.0882, -0.0096, 0.2410], [0.1221, 0.5445, 0.6535], [-0.3740, 0.0671, -0.5363], [0.9088, 0.0054, 0.3831], [-1.8622, 0.2082, 0.5746], [-0.7463, 0.5886, 0.0671], [0.1213, 0.2897, 1.0295], [-0.2897, -0.0243, 0.5962], [-0.2684, -0.1546, -0.2908], [0.1788, -0.6972, 0.2555]],
  "lowdin_charge": [-0.033, -0.570, 0.073, -0.232, 0.010, -0.155, -0.084, 0.047, 0.084, 0.076, 0.063, 0.093, 0.046, 0.107, 0.080, 0.064, 0.117, 0.082, 0.072, 0.060],
  "total_energy_ev": -10400.0500,
  "homo_lumo_gap_ev": 4.2,
  "e_lumo_ev": -3.268,
  "multiplicity": 1,
  "homo_ev": -7.5
}